{"formula": "C34H63BaN2O16", "method": "the ωB97M-V functional and the def2-TZVPD basis", "multiplicity": 1, "total_energy_ha": -2671.72425, "orbital_gap_ev": 8.8, "lumo_ha": -0.092, "charge": 1, "relative_energy_kj_mol": 0.00, "species": ["Ba", "O", "O", "O", "O", "O", "O", "O", "O", "O", "O", "O", "O", "O", "O", "O", "O", "N", "N", "C", "C", "C", "C", "C", "C", "C", "C", "C", "C", "C", "C", "C", "C", "C", "C", "C", "C", "C", "C", "C", "C", "C", "C", "C", "C", "C", "C", "C", "C", "C", "C", "C", "C", "H", "H", "H", "H", "H", "H", "H", "H", "H", "H", "H", "H", "H", "H", "H", "H", "H", "H", "H", "H", "H", "H", "H", "H", "H", "H", "H", "H", "H", "H", "H", "H", "H", "H", "H", "H", "H", "H", "H", "H", "H", "H", "H", "H", "H", "H", "H", "H", "H", "H", "H", "H", "H", "H", "H", "H", "H", "H", "H", "H", "H", "H", "H"], "xyz": [[5.599, 15.069, -3.445], [8.012, 15.287, -4.619], [6.321, 17.800, -3.606], [-0.169, 16.256, -7.460], [5.714, 15.730, -6.156], [4.454, 13.399, -1.422], [4.950, 21.188, -1.610], [3.961, 23.941, -6.219], [7.249, 16.145, -1.388], [3.197, 16.759, -3.909], [-0.856, 19.214, -9.409], [4.864, 23.068, -2.623], [1.258, 18.112, 2.557], [-1.059, 16.131, 0.726], [2.042, 23.919, -5.255], [3.369, 13.195, -4.108], [3.781, 16.311, -1.820], [2.981, 23.366, -5.790], [4.339, 22.145, -2.043], [-2.294, 15.539, 1.053], [2.166, 23.215, -2.431], [2.401, 18.883, 2.268], [0.799, 23.255, -2.263], [8.121, 15.743, -5.949], [4.614, 15.390, -6.982], [0.825, 17.367, 1.446], [0.147, 17.452, -8.143], [8.077, 15.447, -0.444], [7.721, 17.450, -1.620], [2.289, 21.173, -1.125], [-0.370, 16.531, 1.897], [2.051, 13.691, -4.256], [1.931, 19.805, -5.438], [3.417, 12.485, -1.744], [0.901, 21.181, -1.025], [3.420, 12.083, -3.228], [2.936, 21.915, -5.935], [3.888, 21.270, -6.702], [6.686, 18.313, -2.324], [1.792, 17.615, -2.215], [9.269, 15.207, -3.969], [3.869, 19.897, -6.848], [0.164, 22.222, -1.590], [-2.004, 19.724, -10.062], [2.903, 22.182, -1.865], [4.497, 13.781, -0.046], [-1.046, 17.886, -8.975], [6.950, 15.295, -6.771], [5.990, 18.767, -4.598], [-0.020, 16.311, -6.059], [2.007, 21.171, -5.231], [3.015, 16.833, -2.658], [2.888, 19.144, -6.211], [1.731, 18.618, -2.645], [-2.964, 16.229, 1.583], [4.553, 21.906, -7.274], [6.628, 19.655, -4.534], [6.165, 18.354, -5.589], [0.180, 24.072, -2.607], [2.047, 14.503, -4.983], [4.946, 19.036, -4.429], [0.827, 17.193, -2.513], [6.981, 15.694, -7.787], [-2.216, 19.194, -10.992], [2.614, 11.383, -3.446], [0.375, 20.360, -0.556], [3.944, 14.714, 0.067], [2.783, 18.073, -6.308], [-0.874, 16.858, -5.633], [-0.995, 17.126, 2.569], [-0.913, 22.144, -1.515], [8.622, 17.467, -2.252], [7.168, 19.292, -2.384], [5.535, 13.861, 0.260], [1.720, 17.724, -1.134], [2.466, 12.968, -1.487], [-0.032, 15.272, -5.736], [2.025, 19.752, 1.711], [3.186, 18.443, 1.641], [0.463, 18.245, -7.457], [4.430, 14.313, -7.065], [3.525, 11.572, -1.149], [0.490, 18.021, 0.631], [-2.833, 15.326, 0.130], [-1.764, 20.744, -10.362], [4.695, 15.755, -8.012], [-1.141, 17.195, -9.817], [2.886, 19.232, 3.178], [3.750, 15.884, -6.532], [7.850, 15.874, 0.531], [9.031, 15.476, -6.494], [-1.929, 17.883, -8.325], [1.026, 17.296, -8.780], [6.960, 14.200, -6.834], [8.115, 16.838, -5.841], [5.768, 18.395, -1.737], [1.625, 14.106, -3.341], [2.659, 24.027, -2.946], [-0.059, 15.637, 2.447], [9.145, 15.566, -0.634], [1.410, 12.927, -4.710], [0.871, 16.820, -5.672], [7.995, 17.946, -0.681], [-2.162, 14.646, 1.667], [1.325, 21.600, -4.507], [3.977, 13.037, 0.562], [4.371, 11.552, -3.345], [9.100, 15.025, -2.910], [1.169, 19.212, -4.949], [1.642, 16.743, 1.072], [9.853, 14.357, -4.346], [7.837, 14.390, -0.528], [4.584, 19.378, -7.474], [2.860, 20.361, -0.703], [-2.826, 19.752, -9.345], [9.900, 16.081, -4.148]], "forces_ev_per_a": [[-1.4, 0.8, 0.5], [0.5, -0.9, 0.0], [1.2, -0.6, 0.0], [0.6, 0.0, -0.1], [1.0, -0.5, -0.6], [0.8, -0.5, -0.8], [0.1, -0.4, 0.2], [0.0, -0.1, 0.0], [0.5, -0.7, -0.2], [0.4, -0.4, 0.0], [0.4, -0.2, -0.3], [0.0, 0.2, -0.2], [0.7, -0.6, 0.2], [-0.2, 0.2, 0.2], [-0.2, -0.1, 0.0], [0.5, 0.0, 0.2], [0.4, -0.3, 0.5], [0.3, 0.4, -0.2], [0.5, 0.2, -0.2], [-0.5, 0.3, -0.2], [0.5, 0.6, 0.2], [-0.3, 1.1, -0.5], [-0.7, -0.3, 0.4], [-0.4, 1.7, -0.4], [-1.0, 0.3, -0.1], [-0.4, -0.1, 0.4], [0.5, 0.4, 0.0], [-0.4, 0.4, -0.2], [-0.1, 0.9, -0.7], [-0.3, -0.1, -0.4], [0.4, -0.1, -0.4], [-0.6, 0.4, -0.9], [0.7, -0.5, 0.0], [-1.0, 0.2, 0.0], [0.2, 0.2, -0.3], [0.9, 0.3, 1.1], [0.1, -0.9, 0.6], [0.1, 0.7, -0.9], [-0.3, 0.0, 0.4], [-0.7, 0.5, 0.6], [0.7, -0.6, -0.1], [-0.3, -0.6, 0.1], [0.1, -0.7, 0.2], [0.7, 0.5, 0.0], [-1.1, -0.2, 0.4], [-0.9, -0.1, -0.1], [0.1, 0.4, 0.4], [-0.7, -0.2, 0.4], [-0.2, 0.4, 0.5], [-0.7, 0.2, 0.1], [-0.8, 0.0, 0.3], [-0.6, 0.4, -1.2], [-0.7, 0.7, 0.0], [0.5, 0.0, -0.1], [0.3, 0.1, 0.2], [0.2, -0.2, 0.1], [0.0, 0.0, 0.3], [-0.3, -0.3, 0.1], [0.3, 0.1, -0.3], [0.4, 0.1, 0.2], [0.0, 0.2, -0.4], [0.3, -0.5, -0.2], [0.3, 0.1, 0.0], [-0.3, -0.3, 0.2], [-0.1, 0.0, 0.1], [0.1, 0.0, 0.2], [0.3, 0.2, 0.0], [0.3, 0.0, -0.1], [0.0, -0.2, 0.2], [-0.1, 0.1, -0.1], [0.0, 0.4, 0.0], [0.0, -0.4, 0.1], [-0.3, 0.2, -0.3], [0.0, 0.1, 0.0], [0.3, -0.1, 0.0], [0.0, -0.2, 0.1], [0.0, 0.1, 0.3], [0.4, 0.3, 0.0], [-0.3, -0.7, 0.1], [-0.4, 0.1, 0.1], [0.2, 0.0, 0.3], [-0.1, 0.0, 0.0], [0.0, 0.1, 0.0], [0.3, -0.4, -0.1], [0.0, 0.0, 0.2], [0.4, 0.2, 0.2], [-0.4, 0.0, 0.0], [-0.3, -0.1, 0.2], [0.0, -0.2, 0.0], [0.1, -0.4, 0.3], [0.1, -0.4, 0.5], [-0.1, -0.5, -0.1], [-0.1, -0.2, -0.1], [-0.1, 0.0, -0.1], [0.1, 0.0, -0.5], [0.1, 0.1, 0.2], [0.1, -0.3, 0.1], [0.1, -0.2, 0.0], [0.1, 0.0, 0.1], [0.0, 0.2, -0.2], [0.0, -0.2, 0.4], [0.3, -0.2, -0.4], [-0.2, -0.1, 0.1], [0.0, -0.1, -0.1], [0.0, 0.4, -0.3], [0.3, -0.1, 0.0], [0.0, 0.1, -0.6], [0.0, 0.3, 0.0], [0.0, 0.1, 0.1], [0.0, -0.1, -0.1], [-0.2, 0.0, -0.1], [-0.1, 0.0, 0.3], [0.1, 0.2, -0.1], [0.1, 0.1, 0.0], [-0.4, -0.2, -0.3], [-0.3, 0.3, 0.2]]}